(1)
Below is a molecular structure, C23H25N6NiO2Se4, with properties calculated with ωB97M-V/def2-TZVPD.

Summary:
E_tot	-12484.51578	Eh
orbital gap (alpha / beta)	5.148 / 5.234	eV
HOMO level (alpha / beta)	-3.342 / -3.444	eV

```
! wB97M-V def2-TZVPD RIJCOSX def2/J DEFGRID3
* xyz -1 3
Ni -1.528 1.097 0.287
C 0.245 -0.066 -4.276
O 0.034 0.427 -2.934
C 0.765 1.520 -2.635
C 1.316 2.407 -3.559
C 2.392 3.210 -3.230
C 2.816 3.389 -1.915
C 2.146 2.674 -0.922
C 1.132 1.739 -1.257
N 0.603 0.922 -0.231
N 1.526 0.673 0.654
C 1.429 0.659 1.977
C 0.148 0.737 2.653
O -0.954 0.463 2.100
C 0.223 1.072 4.031
C 1.394 1.059 4.739
C 2.648 0.872 4.083
C 3.824 0.970 4.799
C 5.018 0.578 4.226
C 5.087 0.299 2.850
C 3.913 0.337 2.083
C 2.663 0.603 2.675
H 0.092 0.683 -5.009
H -0.491 -0.902 -4.487
H 1.279 -0.472 -4.434
H 0.917 2.412 -4.562
H 2.795 3.710 -4.114
H 3.681 3.989 -1.714
H 2.441 2.902 0.078
H -0.800 1.155 4.531
H 1.329 1.211 5.829
H 3.814 1.243 5.856
H 5.878 0.291 4.811
H 6.008 0.039 2.335
H 4.026 0.129 1.022
Se -4.009 1.754 0.945
Se -4.218 2.629 -1.202
Se -2.963 4.404 -0.224
Se -0.890 3.375 0.052
C -3.305 -1.467 0.448
N -2.116 -0.981 -0.376
C -2.449 -1.154 -1.803
N -2.890 -2.525 -2.205
C -4.031 -2.925 -1.397
N -3.736 -2.861 0.087
C -2.646 -3.790 0.298
N -1.357 -3.379 -0.430
C -0.989 -1.950 -0.048
C -1.723 -3.461 -1.858
H -4.179 -0.865 0.285
H -3.053 -1.419 1.483
H -1.590 -0.807 -2.387
H -3.341 -0.528 -2.004
H -4.249 -3.978 -1.699
H -4.881 -2.283 -1.633
H -2.996 -4.776 -0.019
H -2.396 -3.814 1.390
H -0.140 -1.633 -0.578
H -0.799 -1.912 1.002
H -2.041 -4.501 -2.020
H -0.822 -3.184 -2.445
*
```



(2)
Below is a molecular structure, C23H25N6SeTl, with properties calculated with ωB97M-V/def2-TZVPD.

Summary:
E_tot	-3793.27850	Eh
orbital gap	5.206	eV
HOMO level	-14.124	eV

```
! wB97M-V def2-TZVPD RIJCOSX def2/J DEFGRID3
* xyz 2 1
Tl -1.728 -0.714 -1.115
C 0.665 -0.467 -3.887
C 1.219 0.538 -2.859
C 2.524 0.042 -2.335
C 3.661 0.182 -3.089
C 4.866 -0.351 -2.644
C 4.987 -1.069 -1.443
C 3.928 -1.212 -0.596
C 4.091 -2.111 0.597
C 4.990 -1.502 1.684
C 2.651 -0.566 -0.991
N 1.589 -0.448 -0.251
C 1.602 -0.565 1.119
C 0.501 -0.746 1.878
C 0.554 -0.807 3.350
C -0.688 -1.077 3.762
C -1.498 -1.194 2.532
N -0.829 -0.996 1.446
H -0.314 -0.137 -4.235
H 0.560 -1.464 -3.458
H 1.322 -0.544 -4.753
H 0.511 0.698 -2.051
H 1.388 1.494 -3.357
H 3.620 0.692 -4.042
H 5.744 -0.243 -3.271
H 5.931 -1.544 -1.209
H 4.558 -3.030 0.236
H 3.130 -2.406 1.012
H 5.962 -1.226 1.279
H 5.150 -2.230 2.477
H 4.559 -0.604 2.131
H 2.540 -0.426 1.642
H 1.438 -0.643 3.946
H -1.055 -1.192 4.769
H -2.556 -1.424 2.499
C 0.010 4.619 1.288
C -1.354 4.389 0.633
C -1.520 3.004 0.166
N -1.650 1.923 -0.198
H 0.106 5.669 1.558
H 0.820 4.368 0.605
H 0.115 4.023 2.193
H -1.495 5.040 -0.231
H -2.167 4.598 1.328
Se -5.365 -3.873 -0.956
N -6.691 -2.924 -0.279
C -6.194 -1.730 -0.010
C -6.922 -0.640 0.562
C -6.245 0.512 0.778
C -4.857 0.608 0.429
N -4.148 -0.349 -0.097
C -4.810 -1.540 -0.318
N -4.165 -2.569 -0.831
H -7.970 -0.756 0.804
H -6.732 1.376 1.205
H -4.339 1.547 0.598
*
```



(3)
Below is a molecular structure, C23H25N7O4PSZn, with properties calculated with ωB97M-V/def2-TZVPD.

Summary:
E_tot	-4094.70376	Eh
orbital gap	5.924	eV
HOMO level	-4.507	eV

```
! wB97M-V def2-TZVPD RIJCOSX def2/J DEFGRID3
* xyz -1 1
Zn 0.532 0.676 -0.129
C 2.342 5.421 2.225
C 1.054 5.031 1.884
C 0.729 3.694 1.737
C 1.700 2.711 1.936
C 2.998 3.109 2.285
C 3.315 4.451 2.417
N 1.399 1.370 1.695
C 1.854 0.390 2.451
C 2.256 0.518 3.822
C 2.557 -0.582 4.566
C 2.541 -1.892 4.013
C 2.241 -2.061 2.696
C 1.916 -0.946 1.888
N 1.673 -0.983 0.571
N 1.807 -2.036 -0.123
C 1.447 -1.823 -1.453
C 1.889 -2.723 -2.423
C 1.519 -2.506 -3.736
C 0.725 -1.413 -4.053
C 0.319 -0.564 -3.033
N 0.670 -0.775 -1.765
H 2.594 6.470 2.318
H 0.288 5.777 1.708
H -0.263 3.407 1.418
H 3.763 2.351 2.407
H 4.333 4.740 2.655
H 2.257 1.504 4.268
H 2.809 -0.464 5.613
H 2.759 -2.744 4.644
H 2.246 -3.040 2.231
H 2.520 -3.549 -2.127
H 1.852 -3.187 -4.510
H 0.421 -1.220 -5.072
H -0.306 0.308 -3.202
O -1.324 2.103 -2.666
S -0.812 2.387 -1.332
O -1.198 3.693 -0.841
O -1.281 1.295 -0.358
O 0.705 2.206 -1.303
C -3.941 -1.630 3.153
N -4.025 -1.741 1.703
C -3.729 -3.114 1.317
N -2.446 -3.609 1.813
C -2.418 -3.442 3.263
N -2.665 -2.077 3.711
C -1.575 -1.185 3.311
P -1.321 -1.047 1.455
C -3.121 -0.798 1.038
C -1.329 -2.905 1.178
H -4.733 -2.244 3.592
H -4.103 -0.589 3.439
H -3.732 -3.180 0.227
H -4.516 -3.764 1.713
H -1.444 -3.766 3.638
H -3.193 -4.087 3.689
H -0.642 -1.539 3.760
H -1.772 -0.182 3.701
H -3.232 -0.884 -0.045
H -3.386 0.228 1.300
H -0.390 -3.312 1.565
H -1.353 -3.096 0.102
*
```



(4)
Below is 2 unconnected molecules or ions with the total composition C23H25NO3, with properties calculated with ωB97M-V/def2-TZVPD.

Summary:
E_tot	-1171.85344	Eh
orbital gap	4.341	eV
HOMO level	-6.180	eV

```
! wB97M-V def2-TZVPD RIJCOSX def2/J DEFGRID3
* xyz 0 1
C -5.231 -2.700 2.659
C -4.099 -1.699 2.581
O -2.857 -2.418 2.495
C -1.763 -1.608 2.323
C -0.560 -2.422 2.305
C 0.778 -1.942 2.304
C 1.848 -2.983 2.577
O 1.072 -0.758 2.065
O -1.894 -0.393 2.206
H -6.182 -2.157 2.666
H -5.227 -3.366 1.787
H -5.172 -3.290 3.584
H -4.210 -1.061 1.691
H -4.092 -1.053 3.473
H -0.735 -3.476 2.518
H 1.441 -3.993 2.658
H 2.610 -2.956 1.796
H 2.338 -2.727 3.517
C -3.127 1.121 -0.191
C -1.860 1.833 -0.405
N -1.827 3.175 -0.282
C -0.556 3.677 -0.534
C 0.291 2.587 -0.833
C 1.639 2.867 -1.041
C 2.070 4.206 -0.996
C 1.208 5.256 -0.635
C -0.144 4.990 -0.384
C -0.551 1.368 -0.748
C -0.189 0.036 -0.879
C 0.974 -0.414 -1.579
C 1.484 0.214 -2.750
C 2.723 -0.159 -3.261
C 3.495 -1.151 -2.634
C 4.875 -1.475 -3.110
C 2.946 -1.840 -1.543
C 1.681 -1.533 -1.077
H -2.991 0.072 -0.456
H -3.416 1.170 0.870
H -3.936 1.557 -0.800
H -2.637 3.736 -0.055
H 2.325 2.044 -1.238
H 3.106 4.439 -1.240
H 1.580 6.276 -0.550
H -0.876 5.736 -0.072
H -0.818 -0.700 -0.376
H 0.885 0.992 -3.234
H 3.117 0.347 -4.147
H 5.261 -2.332 -2.552
H 4.883 -1.722 -4.178
H 5.562 -0.631 -2.962
H 3.529 -2.637 -1.071
H 1.231 -2.105 -0.265
*
```



(5)
Below is 3 unconnected molecules or ions with the total composition C23H25NO7, with properties calculated with ωB97M-V/def2-TZVPD.

Summary:
SMILES	O=C1C=CC(=O)C(CCC(=O)Nc2ccccc2)=C1.O=C1CCCO1.O=C1CCCO1
E_tot	-1472.79688	Eh
orbital gap	7.368	eV
HOMO level	-8.281	eV

```
! wB97M-V def2-TZVPD RIJCOSX def2/J DEFGRID3
* xyz 0 1
O 2.833 -3.433 2.105
C 2.738 -2.694 1.142
C 1.604 -2.832 0.092
C 1.693 -2.186 -1.110
C 2.955 -1.311 -1.352
O 3.196 -0.956 -2.491
C 3.873 -0.854 -0.178
C 4.895 0.339 -0.280
C 4.646 1.304 0.962
C 3.215 1.946 1.009
O 3.118 3.139 0.787
N 2.001 1.241 1.341
C 1.121 1.037 0.218
C -0.156 0.316 0.402
C -1.085 0.058 -0.710
C -0.779 0.503 -2.080
C 0.465 1.249 -2.273
C 1.391 1.516 -1.157
C 3.768 -1.544 0.996
H 0.717 -3.466 0.328
H 0.876 -2.250 -1.864
H 5.964 0.007 -0.335
H 4.687 0.941 -1.203
H 4.874 0.817 1.956
H 5.380 2.157 0.869
H 2.171 0.385 1.872
H -0.486 -0.074 1.397
H -2.054 -0.484 -0.572
H -1.482 0.298 -2.920
H 0.757 1.616 -3.290
H 2.327 2.065 -1.413
H 4.402 -1.286 1.875
O -2.980 1.900 2.337
C -2.428 2.859 1.873
C -2.145 4.155 2.595
C -1.813 5.092 1.448
C -1.236 4.147 0.415
O -1.926 2.904 0.613
H -1.293 4.011 3.263
H -3.017 4.491 3.152
H -1.133 5.899 1.722
H -2.733 5.543 1.065
H -0.165 3.977 0.559
H -1.403 4.500 -0.602
O -1.751 -3.239 0.202
C -2.814 -3.473 -0.301
C -3.126 -4.630 -1.219
C -4.446 -4.200 -1.834
C -5.050 -3.344 -0.740
O -3.931 -2.735 -0.078
H -3.230 -5.539 -0.622
H -2.351 -4.752 -1.972
H -5.085 -5.032 -2.131
H -4.256 -3.589 -2.721
H -5.607 -3.936 -0.008
H -5.704 -2.570 -1.139
*
```



(6)
Below is a molecular structure, C23H26BrFIrN2O11P2, with properties calculated with ωB97M-V/def2-TZVPD.

Summary:
E_tot	-5290.33529	Eh
orbital gap (alpha / beta)	7.929 / 5.815	eV
HOMO level (alpha / beta)	-8.248 / -8.248	eV

```
! wB97M-V def2-TZVPD RIJCOSX def2/J DEFGRID3
* xyz 0 2
Ir -1.116 -0.266 0.247
N 0.057 2.764 -2.992
C -0.209 1.560 -3.871
C -0.729 2.011 -5.227
P 1.434 0.691 -4.061
O 2.259 2.107 -4.272
O 1.438 -0.121 -5.288
O 1.768 0.155 -2.714
P -1.425 0.526 -2.950
O -2.760 1.385 -3.270
O -1.511 -0.865 -3.410
O -1.187 0.838 -1.454
H 0.942 3.196 -3.284
H 0.177 2.437 -2.025
H -0.709 3.436 -3.024
H 0.025 2.613 -5.736
H -1.662 2.570 -5.143
H -0.896 1.123 -5.835
H 3.208 1.994 -4.149
H -3.510 0.809 -3.462
Br -1.688 1.800 1.434
C -3.576 1.629 1.146
C -4.399 2.597 1.628
C -5.787 2.454 1.415
C -6.265 1.369 0.742
C -5.397 0.367 0.240
C -5.893 -0.753 -0.466
C -5.030 -1.693 -0.944
C -3.637 -1.570 -0.744
C -3.099 -0.513 -0.060
C -3.996 0.483 0.440
H -4.007 3.451 2.163
H -6.461 3.212 1.793
H -7.330 1.255 0.578
H -6.962 -0.845 -0.618
H -5.410 -2.550 -1.487
H -2.983 -2.326 -1.152
F -1.158 -1.197 1.879
O 2.608 -0.990 0.204
C 2.067 0.098 0.326
O 0.884 0.301 0.814
C 2.807 1.353 -0.085
C 4.133 1.269 -0.477
C 4.812 2.365 -1.018
C 4.092 3.527 -1.158
O 4.475 4.711 -1.744
C 3.434 5.623 -1.417
O 2.267 4.852 -1.127
C 2.771 3.614 -0.761
C 2.105 2.558 -0.199
H 4.624 0.310 -0.387
H 5.845 2.301 -1.331
H 3.239 6.271 -2.267
H 3.717 6.195 -0.527
H 1.071 2.616 0.116
C 1.641 -3.146 -3.021
N 0.438 -3.073 -2.198
C -0.649 -3.995 -2.491
C 0.305 -2.104 -1.350
O -0.791 -1.969 -0.684
H 2.165 -4.080 -2.820
H 2.277 -2.295 -2.797
H 1.356 -3.092 -4.071
H -0.223 -4.966 -2.736
H -1.221 -3.619 -3.340
H -1.297 -4.090 -1.626
H 1.125 -1.409 -1.254
*
```



(7)
Below is a molecular structure, C23H26Cl2IrN5OPS2, with properties calculated with ωB97M-V/def2-TZVPD.

Summary:
E_tot	-3403.00860	Eh
orbital gap (alpha / beta)	5.585 / 4.694	eV
HOMO level (alpha / beta)	-13.276 / -13.229	eV

```
! wB97M-V def2-TZVPD RIJCOSX def2/J DEFGRID3
* xyz 2 2
Ir -0.206 0.700 -0.500
N -2.554 4.423 -1.018
C -1.628 3.460 -0.816
S -2.211 1.967 -0.103
N -0.418 3.682 -1.124
N 0.523 2.707 -0.962
C 1.729 3.110 -1.217
C 2.938 2.401 -1.112
C 4.142 3.076 -1.423
C 5.347 2.446 -1.335
C 5.389 1.107 -0.911
C 4.236 0.438 -0.587
C 2.979 1.064 -0.685
O 1.905 0.385 -0.364
H -3.504 4.295 -0.720
H -2.260 5.325 -1.355
H 1.797 4.144 -1.543
H 4.094 4.115 -1.724
H 6.263 2.968 -1.573
H 6.343 0.603 -0.828
H 4.262 -0.591 -0.249
C 1.451 -2.476 -0.460
P 0.196 -1.500 0.380
C 0.501 -1.728 2.126
C -0.361 -2.461 2.938
C -0.032 -2.653 4.270
C 1.121 -2.088 4.798
C 1.963 -1.326 3.994
C 1.661 -1.152 2.655
C -1.414 -2.164 -0.070
C -2.542 -1.469 0.397
C -3.810 -1.842 -0.020
C -3.959 -2.900 -0.907
C -2.843 -3.592 -1.368
C -1.570 -3.219 -0.969
H 1.325 -3.521 -0.173
H 2.430 -2.127 -0.143
H 1.366 -2.367 -1.541
H -1.269 -2.891 2.535
H -0.683 -3.245 4.900
H 1.363 -2.240 5.842
H 2.849 -0.870 4.414
H 2.312 -0.565 2.018
H -2.417 -0.653 1.099
H -4.680 -1.318 0.354
H -4.948 -3.186 -1.241
H -2.971 -4.431 -2.039
H -0.712 -3.754 -1.353
N -3.206 0.635 -2.798
C -2.170 0.173 -3.463
N -2.314 -0.193 -4.730
S -0.582 -0.005 -2.810
H -4.112 0.705 -3.235
H -3.110 0.938 -1.833
H -3.199 -0.130 -5.208
H -1.526 -0.530 -5.260
Cl -1.918 0.541 3.409
C -0.651 1.752 3.531
Cl 0.436 1.774 2.108
H -0.034 1.522 4.392
H -1.107 2.732 3.606
*
```



(8)
Below is a molecular structure, C23H26Cl3IrN5OSiTe, with properties calculated with ωB97M-V/def2-TZVPD.

Summary:
E_tot	-3283.25583	Eh
orbital gap (alpha / beta)	7.858 / 5.721	eV
HOMO level (alpha / beta)	-11.204 / -11.263	eV

```
! wB97M-V def2-TZVPD RIJCOSX def2/J DEFGRID3
* xyz 1 5
Ir -4.150 1.314 -1.036
Cl -4.905 2.810 2.108
Si -4.222 3.264 0.235
Cl -5.456 4.669 -0.594
Cl -2.379 4.131 0.499
N -3.272 -0.533 -0.590
C -3.271 -1.267 0.343
N -3.246 -2.020 1.337
C -2.117 -2.133 2.064
N -1.162 -2.237 2.699
N -7.013 0.510 0.094
C -5.972 0.801 -0.301
H -7.916 0.272 0.461
C -2.266 3.800 -3.292
C -1.679 2.659 -2.505
O -0.497 2.378 -2.489
N -2.558 1.876 -1.770
Te -0.149 0.286 -0.025
C 0.690 -0.336 1.774
C 0.788 0.613 2.802
C 0.334 2.054 2.687
C 1.350 0.215 4.005
C 1.784 -1.086 4.215
C 2.367 -1.513 5.531
C 1.634 -2.012 3.182
C 1.093 -1.671 1.963
C 0.918 -2.741 0.908
C 1.243 -0.397 -1.422
C 0.755 -1.170 -2.483
C -0.712 -1.495 -2.632
C 1.664 -1.633 -3.419
C 3.019 -1.338 -3.329
C 3.990 -1.838 -4.362
C 3.459 -0.541 -2.275
C 2.598 -0.052 -1.310
C 3.152 0.824 -0.211
H -1.544 4.160 -4.018
H -2.510 4.610 -2.601
H -3.185 3.490 -3.790
H -0.175 2.290 1.750
H 1.185 2.732 2.767
H -0.352 2.297 3.498
H 1.440 0.944 4.802
H 2.522 -0.664 6.194
H 3.322 -2.018 5.386
H 1.698 -2.216 6.028
H 1.931 -3.040 3.351
H 0.960 -3.726 1.368
H 1.696 -2.693 0.145
H -0.046 -2.662 0.404
H -1.122 -1.979 -1.747
H -0.879 -2.166 -3.473
H -1.302 -0.585 -2.808
H 1.307 -2.242 -4.240
H 3.533 -2.580 -5.012
H 4.864 -2.285 -3.890
H 4.342 -1.014 -4.983
H 4.510 -0.286 -2.210
H 4.128 1.213 -0.495
H 3.272 0.272 0.721
H 2.506 1.682 -0.009
*
```